No. 1
{
  "formula": "C25H32BF3O2",
  "method": "ωB97M-V/def2-TZVPD",
  "species": ["F", "F", "F", "O", "O", "C", "C", "C", "C", "C", "C", "C", "C", "C", "C", "C", "C", "C", "C", "C", "C", "C", "C", "C", "C", "C", "C", "C", "C", "C", "B", "H", "H", "H", "H", "H", "H", "H", "H", "H", "H", "H", "H", "H", "H", "H", "H", "H", "H", "H", "H", "H", "H", "H", "H", "H", "H", "H", "H", "H", "H", "H", "H"],
  "positions_angstrom": [[-4.98231, -1.82072, -3.63627], [-5.54543, -2.59203, -1.63685], [-3.65156, -3.24816, -2.58610], [-1.32513, 1.86483, 1.47309], [-0.38088, 2.53101, -0.69727], [-4.51968, -2.22515, -2.43399], [-2.29662, 4.57239, -1.02769], [0.79648, 4.00934, 0.77630], [-3.77732, -1.06563, -1.78796], [1.96091, 2.05943, -0.29580], [-2.68554, -0.52055, -2.43294], [1.68895, -3.20532, 2.44926], [0.88970, -4.65210, 0.52918], [0.67994, 1.94104, 2.83502], [-2.39649, 1.01544, -0.63763], [0.64208, 2.55818, 0.30123], [3.33281, -3.86783, -0.95479], [4.96641, -1.85663, 0.02928], [2.98355, -3.25439, 0.28911], [1.89783, -3.69035, 1.05492], [5.30023, -2.51764, -1.14364], [-3.59757, 3.81555, -1.06524], [4.46731, -3.50940, -1.63431], [3.84334, -2.20405, 0.73646], [0.30778, 0.13435, 1.13413], [-4.17362, -0.56419, -0.56283], [0.08380, 1.61651, 1.46201], [-1.99358, 0.52136, -1.85348], [-2.60909, 3.56465, 0.04633], [-3.47767, 0.47698, 0.01361], [-1.64292, 2.23655, 0.05602], [1.36426, -0.12586, 1.19202], [-4.52356, 4.34884, -0.83572], [-1.49327, 4.31085, -1.71920], [1.28886, -2.19394, 2.47267], [-3.73044, 3.01805, -1.79646], [0.10605, -4.12543, -0.01435], [-2.30752, 5.62951, -0.76062], [1.76555, 1.85518, 2.82004], [2.73353, 1.99074, 0.46930], [3.58386, -1.64824, 1.62117], [0.41111, -5.20028, 1.34145], [-0.24279, -0.48788, 1.83804], [6.19935, -2.25380, -1.67857], [1.82773, 1.08355, -0.75779], [1.01018, 4.66294, -0.06890], [-2.86027, 3.94052, 1.04079], [-3.76509, 0.87953, 0.96956], [4.71900, -3.99457, -2.56301], [2.70825, -4.63611, -1.36877], [0.98360, -3.83915, 2.98659], [0.28964, 1.25283, 3.58269], [0.41186, 2.94712, 3.14988], [2.30163, 2.74312, -1.07234], [-0.12217, 4.36155, 1.24298], [2.61564, -3.21799, 3.02180], [-0.05611, -0.10522, 0.13633], [5.60378, -1.06317, 0.38579], [-2.38925, -0.92860, -3.38567], [1.33549, -5.39435, -0.13010], [-1.13898, 0.95842, -2.33946], [1.61062, 4.11135, 1.49165], [-5.02624, -1.00300, -0.07092]],
  "atomic_forces_ev_per_a": [[-0.3, -1.1, 0.0], [0.0, -0.7, -1.0], [-0.8, -0.6, -0.5], [1.7, 0.3, -0.3], [1.0, -0.8, 1.4], [1.2, 2.6, 1.5], [0.0, 0.4, 0.1], [0.1, -0.2, 0.2], [-0.4, -0.5, -0.1], [-0.3, 0.1, 0.0], [0.1, -0.3, -0.4], [0.0, -0.6, 0.2], [0.5, -0.5, 0.4], [-0.3, -0.1, -0.2], [0.8, 0.9, 0.4], [-0.5, -0.1, -0.2], [-0.3, 0.1, 0.4], [0.2, 0.3, 0.2], [1.0, 0.2, -0.6], [-0.7, 0.1, 0.3], [-0.2, 0.0, 0.2], [-0.2, 0.0, 0.1], [0.0, -0.2, -0.3], [-0.4, -0.3, 0.0], [0.0, 0.0, -0.1], [-0.4, -0.2, 0.3], [-0.4, 0.5, -0.1], [-0.2, -0.5, -0.5], [0.4, -0.3, 0.1], [-0.5, -0.6, -0.2], [-1.0, 0.8, -0.3], [0.3, -0.1, 0.0], [0.3, -0.1, -0.1], [-0.3, 0.0, 0.2], [0.0, 0.4, -0.2], [0.1, 0.2, 0.1], [-0.1, 0.3, -0.1], [-0.2, -0.1, -0.2], [0.2, 0.0, 0.0], [0.2, 0.0, 0.1], [0.0, 0.0, 0.2], [0.0, 0.2, 0.0], [-0.2, 0.1, 0.2], [0.1, 0.1, -0.1], [0.0, -0.1, 0.0], [0.0, -0.1, -0.1], [-0.1, 0.1, -0.2], [-0.1, 0.1, 0.2], [0.0, -0.1, -0.1], [-0.1, -0.2, -0.1], [-0.1, 0.1, -0.2], [-0.1, -0.1, 0.1], [0.0, 0.0, -0.1], [0.0, 0.1, 0.0], [-0.1, -0.1, 0.0], [0.1, 0.2, -0.1], [0.0, 0.1, -0.1], [0.0, 0.1, 0.1], [0.1, 0.0, -0.3], [-0.1, 0.1, -0.2], [0.2, 0.1, -0.1], [0.1, 0.1, 0.1], [-0.1, 0.0, 0.1]],
  "lumo_energy_ev": -4.1,
  "mol_weight_g_mol": 432.335,
  "e_tot_ev": -39366.37767,
  "relative_energy_kj_mol": 7.2,
  "total_charge": 0,
  "homo_lumo_gap_ev": 2.5
}

=====

No. 2
{
  "formula": "C3H6NO",
  "method": "ωB97M-V/def2-TZVPD",
  "species": ["O", "N", "C", "C", "C", "H", "H", "H", "H", "H", "H"],
  "positions_angstrom": [[0.60690, -1.43865, 0.70107], [-0.79293, 1.23409, 0.00705], [0.01231, -1.10198, -0.57206], [0.82440, -0.22757, 1.04615], [0.31887, 0.40193, -0.18741], [-1.11852, 2.08953, -0.43733], [1.36898, -0.16399, 1.97965], [1.05754, 0.92904, -0.82566], [-1.13388, -1.19149, -0.72814], [-1.70328, 0.94363, 0.42189], [0.55961, -1.47454, -1.40521]],
  "atomic_forces_ev_per_a": [[0.0, -0.2, 1.1], [-3.0, 1.0, 1.0], [-2.3, 2.3, -1.5], [1.1, -2.5, 0.1], [-1.4, 1.3, -1.5], [1.8, -0.2, -0.6], [-0.2, 1.0, 0.4], [0.0, -0.5, 0.6], [2.1, -0.6, 0.9], [1.6, -0.8, -0.1], [0.5, -0.8, -0.4]],
  "lumo_energy_ev": -6.4,
  "mol_weight_g_mol": 72.087,
  "e_tot_ev": -6735.50894,
  "relative_energy_kj_mol": 238.1,
  "total_charge": 1,
  "homo_lumo_gap_ev": 8.2
}

=====

No. 3
{
  "formula": "CH2INO2",
  "method": "ωB97M-V/def2-TZVPD",
  "species": ["I", "O", "O", "N", "C", "H", "H"],
  "positions_angstrom": [[0.15401, 2.30809, 1.31206], [-0.99678, -0.39118, -0.98471], [-0.72664, 2.19578, -0.45416], [1.21763, 0.13577, -1.44299], [0.04575, -0.04046, -1.38614], [1.96172, 0.26602, -2.23791], [-1.45070, 1.62029, -0.51944]],
  "atomic_forces_ev_per_a": [[-0.5, -0.2, -0.3], [-0.7, 0.3, -0.8], [1.9, 2.3, -0.1], [4.1, 0.9, -3.0], [-0.6, -1.5, 1.3], [-2.6, -0.3, 2.3], [-1.7, -1.5, 0.6]],
  "lumo_energy_ev": -0.6,
  "mol_weight_g_mol": 186.936,
  "e_tot_ev": -14753.55647,
  "relative_energy_kj_mol": 113.6,
  "total_charge": 0,
  "homo_lumo_gap_ev": 8.8
}

=====

No. 4
{
  "formula": "CH5BBrClO5PS",
  "method": "ωB97M-V/def2-TZVPD",
  "species": ["Br", "Cl", "S", "P", "O", "O", "O", "O", "O", "C", "B", "H", "H", "H", "H", "H"],
  "positions_angstrom": [[-1.50549, 0.84154, 2.13438], [-0.66488, 2.82887, -0.24316], [-0.99775, -0.09993, -0.87799], [1.50663, 0.89253, 0.77191], [2.20979, 1.43231, -0.57405], [-2.28246, 0.21866, -1.47013], [2.09490, 1.49689, 1.97422], [0.15041, -0.29624, -1.78275], [1.83710, -0.70159, 0.71413], [-1.22041, -1.68881, -0.06068], [-0.41841, 1.15894, 0.47135], [1.77567, 1.04100, -1.34955], [-2.27870, -1.79254, 0.16656], [-0.89098, -2.45258, -0.76472], [1.33783, -1.14866, 0.02177], [-0.65324, -1.73040, 0.86871]],
  "atomic_forces_ev_per_a": [[0.0, 0.0, 0.0], [-0.1, 0.0, 0.0], [-0.1, -0.2, 0.1], [0.1, -0.1, -0.2], [0.1, 0.0, 0.0], [0.1, 0.0, -0.1], [0.0, 0.0, -0.1], [0.0, 0.0, 0.0], [-0.2, 0.0, 0.4], [-0.1, 0.0, 0.1], [0.1, 0.1, 0.1], [-0.1, 0.0, 0.0], [0.0, 0.0, 0.0], [0.0, 0.0, 0.0], [0.1, 0.1, -0.3], [0.1, 0.0, -0.1]],
  "lumo_energy_ev": 3.0,
  "mol_weight_g_mol": 286.256,
  "e_tot_ev": -114728.63316,
  "total_charge": -1,
  "homo_lumo_gap_ev": 8.9
}

=====

No. 5
{
  "formula": "C5H13NO2",
  "method": "ωB97M-V/def2-TZVPD",
  "species": ["O", "O", "N", "C", "C", "C", "C", "C", "H", "H", "H", "H", "H", "H", "H", "H", "H", "H", "H", "H", "H"],
  "positions_angstrom": [[-1.13149, 1.24064, 2.06935], [-3.60296, 1.46329, 0.33099], [0.30736, 1.45305, -0.92794], [-0.25575, 0.44638, -0.04550], [1.77226, -0.99744, 0.80185], [0.48697, -0.92203, -0.05086], [0.76949, -1.38253, -1.46983], [-0.19070, 1.05830, 1.33138], [-0.19941, -1.56668, 0.50012], [2.53744, -0.30565, 0.43871], [0.81917, 1.30792, 1.68054], [1.12711, -2.41258, -1.51120], [1.53267, -0.82968, 1.85302], [1.48360, -0.67897, -1.91032], [2.11405, -2.03584, 0.74158], [-0.10652, -1.35625, -2.11706], [-3.64686, 0.55895, -0.01610], [-1.28666, 0.24473, -0.31930], [-3.25602, 1.36743, 1.23058], [-0.33524, 2.20845, -1.10822], [1.06147, 1.13852, -1.50180]],
  "atomic_forces_ev_per_a": [[0.0, 0.0, -0.2], [-0.1, -0.4, -0.1], [-0.2, -0.6, 1.3], [0.5, 0.1, -0.1], [-0.5, -0.2, -0.3], [0.0, 0.4, 0.6], [-0.4, 0.1, -0.1], [-0.5, -0.5, 0.6], [-0.2, -0.3, -0.4], [0.1, -0.1, 0.2], [0.2, 0.3, -0.2], [0.3, 0.2, 0.1], [0.2, 0.2, 0.0], [0.2, -0.5, -0.1], [0.3, 0.2, -0.1], [-0.2, 0.1, 0.1], [0.0, 0.4, 0.2], [-0.3, 0.0, 0.1], [0.2, 0.0, -0.2], [0.6, -0.1, -0.7], [-0.2, 0.7, -0.6]],
  "lumo_energy_ev": 0.8,
  "mol_weight_g_mol": 119.164,
  "e_tot_ev": -10980.31876,
  "relative_energy_kj_mol": 150.5,
  "total_charge": 0,
  "homo_lumo_gap_ev": 9.9
}

=====

No. 6
{
  "formula": "C9H29F3N10O8",
  "method": "ωB97M-V/def2-TZVPD",
  "species": ["F", "F", "F", "O", "O", "O", "O", "O", "O", "O", "O", "N", "N", "N", "N", "N", "N", "N", "N", "N", "N", "C", "C", "C", "C", "C", "C", "C", "C", "C", "H", "H", "H", "H", "H", "H", "H", "H", "H", "H", "H", "H", "H", "H", "H", "H", "H", "H", "H", "H", "H", "H", "H", "H", "H", "H", "H", "H", "H"],
  "positions_angstrom": [[3.13880, -3.51765, -1.14357], [1.89145, -3.03942, -2.79425], [3.56809, -2.02584, -2.62921], [3.19555, 2.46551, -2.09402], [-2.20500, -1.04252, 0.04876], [0.57566, -1.09846, -1.24451], [0.80301, 1.98279, 2.61577], [0.93452, -5.86991, 1.01583], [-1.24799, 2.05125, 0.08501], [1.90215, -1.48739, 0.49610], [-0.24162, -0.26108, 1.49798], [-1.50465, -2.94562, -0.87693], [-1.27468, 3.27405, -1.67247], [-0.97252, 4.26249, 0.17806], [1.97771, 2.69988, -0.34752], [1.80303, 4.11345, -2.01169], [-0.74408, 2.14267, 4.18851], [0.34585, -3.89382, 1.66603], [-3.49845, -2.83591, -0.32896], [-0.97571, -5.56715, 2.17822], [0.75049, 3.71429, 4.05231], [2.30791, 3.02224, -1.55803], [0.33594, 2.55269, 3.55079], [1.95149, -1.39050, -0.87926], [0.37286, -0.10057, -2.25412], [2.62650, -2.50306, -1.83504], [-1.23930, 3.12880, -0.42112], [-2.39195, -2.16062, -0.38536], [-1.01344, -0.26231, -2.90561], [0.10802, -5.16048, 1.57825], [-0.09094, 0.68419, 1.42466], [1.06051, 2.97939, -0.03017], [-1.05183, 2.62794, 5.01910], [-1.73085, 0.36071, -2.37151], [2.27404, 1.80702, 0.02000], [0.40624, 0.86775, -1.75476], [-1.23138, -1.30502, -3.13663], [-1.79588, -3.80114, -1.32790], [1.47024, 4.20627, 3.54238], [0.49328, 3.88749, 5.01353], [0.90914, 4.51235, -1.76279], [1.09785, -0.02558, -3.06459], [-1.28294, 1.37993, 3.80384], [-1.03473, 4.19942, -1.99840], [-0.96812, -0.58049, 0.95783], [-4.25157, -2.41095, 0.19289], [2.52572, -0.49854, -1.12978], [2.24447, 4.47567, -2.84477], [-1.00830, 5.13799, -0.32426], [-0.70984, -2.46626, -1.27518], [-1.12216, 4.15021, 1.17059], [-3.45141, -3.78476, -0.67184], [-1.55881, 2.47037, -2.21419], [-1.70274, -4.95798, 2.52529], [-0.34502, -3.26209, 2.04514], [-1.01620, -6.57633, 2.18219], [-0.88056, 0.06584, -3.93652], [0.55729, -0.75641, 1.30310], [0.91491, -3.63484, 0.87281]],
  "atomic_forces_ev_per_a": [[0.2, -0.1, 0.6], [-3.2, -1.1, -0.3], [2.3, 1.9, 0.5], [3.4, -2.3, -3.0], [-0.1, 2.0, 0.9], [0.1, -0.3, -1.9], [1.2, -1.0, -2.7], [-0.5, -1.3, -0.3], [-0.7, -3.0, 2.6], [0.3, -1.2, -1.7], [-0.7, 0.6, 2.3], [4.5, -1.6, -2.5], [-0.8, 0.6, -6.2], [0.4, 2.2, 3.2], [-2.5, -1.3, 4.3], [-2.4, 5.0, -2.9], [-2.4, -1.5, 1.3], [0.6, 3.8, -0.3], [-4.5, -0.4, 0.9], [-2.6, -2.5, 1.2], [1.2, 1.7, 0.3], [1.3, -1.1, 1.2], [-0.6, 0.5, 0.5], [-0.5, 1.7, 2.5], [-0.7, 0.0, 0.1], [-0.3, -0.4, 0.7], [0.9, -0.6, 1.2], [0.0, 0.0, 0.7], [1.4, 0.3, -0.7], [2.3, -1.1, -0.9], [0.2, 1.1, 0.0], [0.3, 0.0, 0.4], [-0.3, -0.4, -0.4], [-0.5, -0.8, -0.1], [0.1, 0.0, -0.2], [0.0, 0.2, 0.1], [-0.5, -0.1, 0.9], [0.4, 0.2, 0.1], [0.1, -0.1, 0.7], [0.5, 0.7, -0.4], [0.6, -0.3, 0.2], [0.5, -0.7, 0.3], [0.2, 0.1, 0.4], [-0.6, -0.8, -1.1], [-1.7, -0.5, -1.8], [-0.2, -0.7, -0.3], [0.3, 0.3, -0.5], [-0.3, -0.2, 0.1], [-0.3, -0.1, 0.8], [0.8, -0.1, 0.1], [0.3, 1.0, 0.1], [-1.0, 0.4, 0.5], [0.4, 0.5, -0.5], [0.3, -0.5, -0.1], [0.3, 0.1, -0.4], [-0.8, 0.2, 0.4], [-0.3, 0.8, -0.1], [2.9, -1.5, -1.4], [0.4, 1.3, 0.5]],
  "lumo_energy_ev": -0.1,
  "mol_weight_g_mol": 462.387,
  "e_tot_ev": -49237.31307,
  "relative_energy_kj_mol": 525.6,
  "total_charge": 0,
  "homo_lumo_gap_ev": 7.4
}